[1]
Molecular formula: C5H13N2S
Method: DFT, the ωB97M-V functional and the def2-TZVPD basis

Each line ends with the Löwdin charge.
Positions of all 21 atoms, in Å:
C1 -0.874 0.447 -0.203  -0.446
C2 -2.834 -0.920 0.449  -0.018
C3 1.645 -1.065 -0.553  -0.144
C4 1.481 -0.193 1.650  -0.167
C5 0.437 2.202 -1.831  -0.268
N1 -1.467 -0.453 0.488  -0.061
N2 1.457 0.067 0.269  -0.101
S1 -1.241 1.547 -1.347  1.015
H1 -3.165 -1.316 1.515  0.161
H2 -3.467 -0.146 0.241  0.061
H3 -2.968 -1.624 -0.253  0.058
H4 0.943 -1.932 -0.254  0.119
H5 2.740 -1.239 -0.362  0.130
H6 1.505 -0.669 -1.595  0.084
H7 0.937 -1.056 2.098  0.098
H8 1.012 0.636 2.111  0.077
H9 2.425 -0.074 2.153  0.110
H10 1.208 1.303 -1.671  0.071
H11 0.559 3.073 -1.291  0.014
H12 0.490 2.250 -2.903  0.040
H13 -0.825 -0.838 1.290  0.167

Results
Total charge   +1
Calculated total energy   -705.569282 Ha
Orbital gap (alpha / beta)   7.956 / 8.787 eV
F_max   5.0 eV/Å
Relative energy (zero: lowest compared OMol25 entry of this formula, charge and spin)   123.4 kcal per mole

=====

[2]
Molecular formula: C5H13N3
Method: DFT, the ωB97M-V functional and the def2-TZVPD basis

Each line ends with the Löwdin charge.
Positions of all 21 atoms, in Å:
C1 0.811 -0.071 -0.548  -0.335
C2 -0.824 0.575 -2.267  -0.199
C3 0.055 0.605 2.222  -0.114
N1 -0.068 -0.279 -1.601  0.016
C4 -0.493 -0.329 1.170  -0.355
N2 1.778 -1.119 -0.438  0.014
N3 -0.765 1.947 -2.043  0.087
C5 -0.552 -1.682 1.441  -0.101
H1 -0.299 -1.261 -1.711  0.157
H2 1.201 0.937 -0.487  0.096
H3 1.402 -1.820 0.213  0.040
H4 2.657 -0.768 -0.078  0.066
H5 0.128 2.313 -1.729  0.082
H6 -1.269 2.503 -2.716  0.086
H7 -1.711 0.199 -2.752  0.116
H8 -1.344 0.107 0.638  0.092
H9 0.552 1.465 1.778  0.055
H10 -0.758 0.988 2.838  0.073
H11 0.784 0.103 2.854  0.070
H12 -1.221 -2.331 0.897  0.024
H13 -0.063 -2.081 2.319  0.030

Results
Calculated total energy   -362.437482 Ha
Orbital gap (alpha / beta)   6.308 / 6.307 eV
F_max   1.6 eV/Å
Relative energy (zero: lowest compared OMol25 entry of this formula, charge and spin)   90.9 kcal per mole

=====

[3]
Molecular formula: C5H13N3
Method: DFT, the ωB97M-V functional and the def2-TZVPD basis

Each line ends with the Löwdin charge.
Positions of all 21 atoms, in Å:
C1 -2.121 0.161 -1.506  -0.189
C2 -2.007 -0.641 0.728  -0.180
N1 -1.356 -0.600 -0.554  -0.159
N2 0.625 0.661 -0.293  0.066
H1 0.432 -0.165 -0.852  0.054
H2 0.211 1.519 -0.620  0.088
H3 -2.320 0.350 1.106  0.079
H4 -3.056 -0.364 -1.774  0.085
H5 -2.433 1.161 -1.145  0.079
H6 -1.559 0.291 -2.436  0.069
H7 -2.924 -1.256 0.683  0.085
H8 -1.356 -1.096 1.479  0.056
C3 1.725 0.734 0.709  -0.500
C4 1.469 -1.574 1.129  -0.039
C5 2.703 1.216 -0.252  0.032
N3 2.068 -0.489 1.381  0.024
H9 1.454 1.470 1.467  0.136
H10 0.640 -1.690 0.426  0.050
H11 1.794 -2.466 1.662  0.068
H12 2.819 2.273 -0.437  0.043
H13 3.193 0.505 -0.901  0.051

Results
Calculated total energy   -362.371824 Ha
Orbital gap (alpha / beta)   9.314 / 6.965 eV
F_max   1.8 eV/Å
Relative energy (zero: lowest compared OMol25 entry of this formula, charge and spin)   132.1 kcal per mole

=====

[4]
Molecular formula: C5H13N3
Method: DFT, the ωB97M-V functional and the def2-TZVPD basis

Each line ends with the Löwdin charge.
Positions of all 21 atoms, in Å:
H1 0.044 3.807 -2.017  0.009
N1 0.073 2.843 -1.760  0.066
C1 -0.359 2.286 -0.662  -0.489
N2 -1.292 2.929 0.256  0.114
N3 -0.021 0.929 -0.400  -0.010
C2 -0.892 -0.062 0.319  -0.160
C3 0.191 -0.803 1.175  -0.279
C4 1.216 -1.630 0.564  -0.286
C5 0.753 -2.814 -0.376  -0.084
H2 -1.843 2.322 0.683  -0.027
H3 -1.710 3.820 -0.089  0.113
H4 0.451 0.472 -1.271  0.164
H5 -1.168 -0.762 -0.489  0.102
H6 -1.726 0.419 0.894  0.118
H7 0.661 -0.062 1.851  0.114
H8 -0.428 -1.405 1.926  0.127
H9 1.910 -2.053 1.442  0.144
H10 1.991 -1.066 -0.117  0.128
H11 0.146 -2.389 -1.115  0.038
H12 1.663 -3.173 -0.883  0.080
H13 0.340 -3.608 0.070  0.020

Results
SMILES string   [H]/N=C(\N)NCCCC
Calculated total energy   -362.512870 Ha
Orbital gap   9.430 eV
F_max   6.2 eV/Å
Relative energy (zero: lowest compared OMol25 entry of this formula, charge and spin)   43.6 kcal per mole

=====

[5]
Molecular formula: C5H13N3
Method: DFT, the ωB97M-V functional and the def2-TZVPD basis

Each line ends with the Löwdin charge.
Positions of all 21 atoms, in Å:
C1 -1.987 -1.350 -0.312  -0.104
N1 -1.556 1.237 0.719  0.103
C2 -0.676 0.209 0.972  -0.266
N2 -0.951 -1.064 0.672  -0.074
H1 -1.204 2.161 0.922  0.084
H2 -2.069 1.201 -0.150  0.087
H3 -0.016 0.368 1.816  0.133
H4 -1.814 -0.863 -1.282  0.080
H5 -2.961 -1.042 0.071  0.083
H6 -2.006 -2.425 -0.483  0.084
C3 1.424 -1.726 -0.492  -0.172
C4 1.717 1.907 0.049  -0.108
C5 1.197 0.576 -0.406  -0.341
N3 1.808 -0.529 -0.037  -0.083
H7 0.585 0.580 -1.323  0.111
H8 2.007 -2.581 -0.168  0.046
H9 -0.011 -1.627 0.416  0.088
H10 0.955 -1.814 -1.481  0.061
H11 2.375 2.365 -0.697  0.067
H12 2.281 1.792 0.975  0.073
H13 0.903 2.625 0.220  0.047

Results
Calculated total energy   -362.474765 Ha
Orbital gap   7.607 eV
F_max   0.7 eV/Å
Relative energy (zero: lowest compared OMol25 entry of this formula, charge and spin)   67.5 kcal per mole

=====

[6]
Molecular formula: C5H13N3
Method: DFT, the ωB97M-V functional and the def2-TZVPD basis

Each line ends with the Löwdin charge.
Positions of all 21 atoms, in Å:
C1 2.770 0.698 0.018  -0.189
C2 1.237 -1.137 -0.271  -0.264
C3 -0.613 0.319 0.128  -0.413
C4 -1.520 -0.584 1.127  -0.045
C5 -1.348 1.492 -0.513  -0.029
H1 3.844 0.556 -0.699  0.116
H2 3.340 1.398 1.026  0.143
H3 2.003 1.147 -0.625  0.021
H4 0.999 -2.208 -0.064  0.136
H5 -1.184 -0.790 -1.961  0.161
H6 -1.309 -1.600 -0.328  0.018
H7 0.074 0.861 0.728  0.108
H8 -1.133 -1.615 1.461  0.114
H9 -2.304 -1.078 0.914  -0.035
H10 -1.925 -0.111 2.171  0.143
H11 -1.517 2.242 0.267  0.087
H12 -0.754 1.941 -1.232  0.053
H13 -2.327 0.982 -0.774  0.102
N1 2.313 -0.706 0.317  -0.028
N2 0.162 -0.536 -0.611  -0.235
N3 -0.810 -1.273 -1.080  0.036

Results
Calculated total energy   -362.297046 Ha
Orbital gap   9.211 eV
F_max   9.1 eV/Å
Relative energy (zero: lowest compared OMol25 entry of this formula, charge and spin)   179.0 kcal per mole

=====

[7]
Molecular formula: C5H13N3
Method: DFT, the ωB97M-V functional and the def2-TZVPD basis

Each line ends with the Löwdin charge.
Positions of all 21 atoms, in Å:
H1 3.175 1.653 -0.116  0.043
N1 2.951 0.909 -0.776  0.086
C1 2.047 0.109 -0.393  -0.348
N2 1.395 0.087 0.887  0.001
H2 2.111 -0.896 -0.800  0.099
H3 2.101 0.368 1.571  0.088
H4 0.657 0.497 1.447  0.060
C2 -1.235 -0.652 1.379  -0.018
C3 -0.602 -0.652 0.176  -0.402
C4 -0.523 -1.939 -0.611  -0.069
N3 -0.682 0.512 -0.835  -0.070
C5 -1.348 1.728 -0.438  -0.139
H5 -1.418 0.249 1.943  0.047
H6 -1.575 -1.579 1.810  0.056
H7 0.183 -1.856 -1.438  0.064
H8 -1.475 -2.139 -1.103  0.084
H9 -0.246 -2.772 0.032  0.084
H10 -0.932 0.220 -1.770  0.107
H11 -1.620 2.332 -1.302  0.079
H12 -0.684 2.296 0.223  0.075
H13 -2.278 1.525 0.112  0.073

Results
SMILES string   [H]/N=C\N.C=C(C)NC
Calculated total energy   -362.426678 Ha
Orbital gap   8.793 eV
F_max   5.9 eV/Å
Relative energy (zero: lowest compared OMol25 entry of this formula, charge and spin)   97.6 kcal per mole

=====

[8]
Molecular formula: C5H13N3O
Method: DFT, the ωB97M-V functional and the def2-TZVPD basis

Each line ends with the Löwdin charge.
Positions of all 22 atoms, in Å:
H1 -1.464 -0.789 -2.761  0.037
N1 -0.489 -0.493 -2.747  0.097
C1 -0.066 0.016 -1.684  -0.246
N2 -0.851 0.239 -0.423  -0.302
C2 -0.751 1.590 0.109  -0.077
C3 -2.185 -0.314 -0.292  -0.093
H2 1.069 -0.068 -1.129  0.153
H3 -1.511 2.245 -0.329  0.090
H4 0.235 2.002 -0.105  0.082
H5 -0.860 1.548 1.190  0.082
H6 -2.220 -1.308 -0.742  0.083
H7 -2.916 0.316 -0.810  0.088
H8 -2.432 -0.373 0.770  0.093
C4 2.524 0.123 1.056  -0.088
N3 1.571 -0.766 0.402  -0.105
C5 0.274 -0.978 1.036  -0.379
O1 -0.019 -0.511 2.124  -0.004
H9 2.219 0.269 2.089  0.078
H10 3.516 -0.318 1.055  0.082
H11 2.522 1.094 0.564  0.070
H12 1.961 -1.583 -0.043  0.121
H13 -0.127 -1.941 0.670  0.139

Results
SMILES string   [H]/N=C\N(C)C.CNC=O
Calculated total energy   -437.732828 Ha
Orbital gap   9.614 eV
F_max   3.9 eV/Å
Relative energy (zero: lowest compared OMol25 entry of this formula, charge and spin)   76.1 kcal per mole

=====

[9]
Molecular formula: C5H13N3O
Method: DFT, the ωB97M-V functional and the def2-TZVPD basis

Each line ends with the Löwdin charge.
Positions of all 22 atoms, in Å:
C1 1.087 0.659 0.654  -0.321
C2 1.283 0.495 2.150  -0.090
O1 2.054 0.031 -0.126  -0.063
N1 -0.290 1.255 -1.242  -0.049
N2 0.016 0.678 -2.308  0.072
H1 2.607 -0.565 0.401  0.100
H2 1.180 1.725 0.448  0.116
H3 0.927 1.027 -2.634  0.065
H4 1.322 -0.558 2.436  0.077
H5 0.482 0.991 2.702  0.081
H6 2.235 0.950 2.452  0.079
C3 -0.257 -1.710 -0.215  -0.096
N3 -2.445 -0.005 -1.281  0.050
C4 -1.404 0.561 -0.449  -0.418
C5 -0.598 -0.380 0.394  -0.191
H7 -2.002 -0.621 -1.959  0.053
H8 -2.848 0.743 -1.840  0.070
H9 -1.841 1.344 0.174  0.132
H10 -0.968 -0.445 1.414  0.107
H11 -1.150 -2.303 -0.449  0.079
H12 0.256 -1.557 -1.180  0.070
H13 0.355 -2.317 0.459  0.077

Results
Calculated total energy   -437.700532 Ha
Orbital gap   9.261 eV
F_max   3.0 eV/Å
Relative energy (zero: lowest compared OMol25 entry of this formula, charge and spin)   96.4 kcal per mole

=====

[10]
Molecular formula: C5H13N3O2
Method: DFT, the ωB97M-V functional and the def2-TZVPD basis

Each line ends with the Löwdin charge.
Positions of all 23 atoms, in Å:
C1 2.472 -0.841 -1.023  -0.058
C2 0.949 -1.080 -0.927  -0.227
N1 0.141 0.070 -0.610  -0.124
C3 -0.887 0.534 -1.583  -0.226
C4 -1.597 1.771 -1.140  -0.107
N2 -0.430 -0.063 0.638  -0.241
O1 -1.704 -0.355 0.689  -0.108
C5 0.426 0.287 1.682  -0.060
O2 0.297 -0.099 2.942  -0.108
N3 -1.025 -0.196 3.536  0.119
H1 2.822 -0.536 -0.070  0.042
H2 2.863 -1.777 -1.084  0.038
H3 2.651 -0.071 -1.773  0.087
H4 0.651 -1.660 -1.836  0.131
H5 0.729 -1.766 -0.138  0.110
H6 -1.680 -0.243 -1.712  0.125
H7 -0.383 0.704 -2.504  0.104
H8 -2.376 1.641 -0.367  0.077
H9 -0.950 2.549 -0.800  0.059
H10 -2.033 2.180 -2.126  0.104
H11 1.548 0.461 1.493  0.165
H12 -0.991 -1.064 4.008  0.074
H13 -1.493 -0.447 2.705  0.026

Results
SMILES string   CCN(CC)/[N+]([O-])=C/ON
Calculated total energy   -512.830746 Ha
Orbital gap (alpha / beta)   8.662 / 8.661 eV
F_max   3.6 eV/Å
Relative energy (zero: lowest compared OMol25 entry of this formula, charge and spin)   166.0 kcal per mole

=====

[11]
Molecular formula: C5H13N3O2
Method: DFT, the ωB97M-V functional and the def2-TZVPD basis

Each line ends with the Löwdin charge.
Positions of all 23 atoms, in Å:
C1 0.145 2.930 -2.107  0.048
N1 0.340 2.373 -0.741  -0.350
O1 0.576 3.063 0.262  -0.058
N2 0.410 1.138 -0.509  0.058
O2 0.040 0.251 -1.538  -0.069
H1 0.137 3.970 -2.045  0.073
H2 -0.791 2.578 -2.510  0.089
H3 0.843 2.513 -2.784  0.082
H4 -0.059 -0.642 -1.150  0.051
C2 2.306 -0.928 1.075  -0.073
C3 0.998 -1.527 1.344  -0.195
N3 0.020 -1.455 0.540  -0.032
C4 -1.266 -1.983 0.888  -0.257
C5 -2.312 -0.920 0.535  -0.088
H5 3.096 -1.367 1.759  0.096
H6 2.700 -1.059 0.099  0.068
H7 2.340 0.072 1.379  0.055
H8 0.896 -2.058 2.235  0.095
H9 -1.248 -2.341 1.915  0.108
H10 -1.416 -2.786 0.128  0.123
H11 -1.889 -0.017 0.760  0.025
H12 -2.670 -0.692 -0.558  0.118
H13 -3.198 -1.114 1.020  0.034

Results
SMILES string   C/[N+]([O-])=N\O.C/C=N/CC
Calculated total energy   -512.857986 Ha
Orbital gap   9.556 eV
F_max   3.1 eV/Å
Relative energy (zero: lowest compared OMol25 entry of this formula, charge and spin)   148.9 kcal per mole

=====

[12]
Molecular formula: C5H13N4
Method: DFT, the ωB97M-V functional and the def2-TZVPD basis

Each line ends with the Löwdin charge.
Positions of all 22 atoms, in Å:
C1 1.106 -0.119 2.306  0.010
N1 0.782 0.394 0.934  -0.111
C2 1.589 1.509 0.426  -0.016
C3 0.207 -0.480 0.103  -0.420
N2 -0.086 -1.673 0.414  0.106
C4 -0.685 -2.336 -0.641  -0.068
N3 -0.787 -1.146 -1.826  0.080
N4 -0.310 -0.074 -1.151  -0.104
C5 -1.424 0.873 -0.781  0.012
H1 2.159 -0.009 2.466  0.086
H2 0.568 0.307 3.241  0.133
H3 0.780 -1.087 2.278  0.030
H4 1.104 2.479 0.301  0.093
H5 2.368 1.657 1.047  0.045
H6 1.986 1.220 -0.588  0.118
H7 0.075 -3.100 -1.012  0.148
H8 -1.675 -2.714 -0.531  0.108
H9 -0.054 -1.530 -2.556  0.232
H10 -1.813 -1.180 -2.169  0.220
H11 -1.655 1.270 -1.761  0.092
H12 -2.404 0.394 -0.430  0.130
H13 -1.156 1.588 -0.051  0.076

Results
SMILES string   CN(C)C1=NC[NH2+]N1C
Total charge   +1
Calculated total energy   -416.984160 Ha
Orbital gap   9.333 eV
F_max   5.0 eV/Å
Relative energy (zero: lowest compared OMol25 entry of this formula, charge and spin)   78.3 kcal per mole

=====

Number 9 is which compound?
C5H13N3O